This record from OMol25 describes a 16-piece molecular cluster, C32H96O16 overall at a distorted geometry. The level of theory is ωB97M-V with the def2-TZVPD basis set.

Calculated values
Calculated total energy ... -67488.971 eV
LUMO level (spin up / spin down) ... -2.2010 / -8.8739 eV
ΔE to the lowest compared entry with this formula, charge and spin ... 0.0 kcal per mole
Charge ... +1
Spin multiplicity ... 2

```
144
C32H96O16 ωB97M-V with the def2-TZVPD basis set
O 20.127 0.004 5.350
O 13.517 -4.017 1.401
O 16.872 3.020 6.360
O 15.470 -2.425 0.213
O 18.383 -1.836 4.170
O 18.501 0.266 -1.485
O 12.699 4.808 4.674
O 20.999 3.007 1.268
O 14.188 1.554 -0.005
O 16.692 -0.908 2.176
O 20.304 -1.657 -0.552
O 13.877 -1.005 6.786
O 16.218 0.516 7.623
O 15.937 -0.324 -1.506
O 14.958 4.192 0.466
O 21.791 1.559 3.536
C 17.755 2.461 -1.841
C 17.031 -1.617 8.474
C 20.719 4.714 2.975
C 16.855 -4.257 0.965
C 13.949 -0.813 4.394
C 13.410 -5.789 -0.167
C 16.398 5.782 1.789
C 17.371 -0.317 7.671
C 13.701 2.287 -2.248
C 13.050 2.822 3.403
C 12.589 4.305 3.373
C 16.672 0.515 2.064
C 16.041 4.320 1.393
C 18.256 2.841 6.289
C 15.840 -0.614 -2.869
C 24.128 1.956 2.831
C 17.816 -3.119 4.525
C 13.174 2.102 -0.836
C 12.648 -4.635 0.449
C 21.422 0.789 7.152
C 16.673 -3.099 -0.006
C 20.081 -1.445 0.851
C 14.504 -1.357 -3.089
C 20.053 3.841 1.878
C 17.550 1.045 3.149
C 20.977 -0.442 6.348
C 18.938 1.591 -1.317
C 18.882 -4.200 4.396
C 18.950 4.133 6.064
C 23.198 1.491 3.956
C 21.226 -0.649 1.337
C 14.330 -1.621 5.604
H 16.902 -3.295 3.958
H 21.250 0.361 0.926
H 17.790 -2.399 8.505
H 13.288 4.963 2.856
H 24.044 3.019 2.605
H 15.572 6.291 2.287
H 13.629 4.826 4.909
H 19.646 -3.992 5.145
H 12.893 -0.542 4.398
H 13.678 -6.513 0.603
H 14.042 -2.671 5.571
H 16.654 -1.250 -3.218
H 20.553 1.321 7.540
H 21.983 0.439 8.018
H 17.873 -1.453 3.452
H 15.857 3.731 2.292
H 18.673 4.579 5.109
H 17.229 0.735 4.143
H 17.203 5.754 2.524
H 21.060 -2.245 -0.612
H 21.258 4.141 3.730
H 22.192 -1.084 1.082
H 15.630 0.764 2.262
H 14.102 -1.374 3.472
H 15.761 0.292 -3.470
H 11.599 4.482 2.954
H 16.857 2.281 -1.250
H 19.180 -0.851 1.004
H 12.366 2.218 3.999
H 13.648 -0.697 -2.950
H 23.286 2.118 4.844
H 14.481 3.048 -2.280
H 15.407 -1.750 5.716
H 11.796 -4.986 1.030
H 21.458 5.343 2.480
H 21.266 2.357 1.921
H 17.381 -3.007 5.518
H 14.136 -3.392 1.017
H 13.075 2.378 2.408
H 14.388 -1.899 -4.028
H 12.932 -0.853 6.706
H 17.983 3.526 -1.804
H 18.609 2.403 7.222
H 20.481 -1.145 7.018
H 16.966 0.772 1.046
H 16.820 0.048 -1.448
H 21.248 -0.581 2.425
H 16.776 -1.406 9.512
H 16.646 6.237 0.830
H 21.893 -0.858 5.928
H 19.989 5.212 3.614
H 16.295 -5.095 0.550
H 14.422 -2.145 -2.340
H 19.442 -4.040 3.475
H 23.458 0.492 4.306
H 19.587 -0.718 5.018
H 18.396 2.068 5.533
H 16.464 -4.051 1.962
H 20.030 4.014 6.153
H 15.443 0.021 7.349
H 14.792 3.248 0.411
H 12.373 1.367 -0.925
H 17.501 -2.404 0.139
H 14.556 0.090 4.332
H 25.158 1.722 3.097
H 16.616 2.237 6.853
H 21.239 1.070 4.151
H 19.220 1.842 -0.295
H 12.946 2.790 -2.852
H 16.691 -3.388 -1.057
H 19.216 -0.272 -1.136
H 12.842 -6.302 -0.943
H 17.927 -4.428 1.062
H 18.698 4.901 6.796
H 14.332 -5.478 -0.658
H 12.333 -3.900 -0.292
H 14.042 2.746 3.847
H 18.610 0.798 3.104
H 17.547 2.287 -2.897
H 19.204 3.355 2.358
H 17.509 2.133 3.193
H 16.109 -2.061 8.098
H 12.738 2.981 -0.360
H 19.639 4.451 1.075
H 20.002 -2.387 1.393
H 18.486 -5.212 4.484
H 14.676 0.915 -0.529
H 16.186 -1.313 1.468
H 14.020 1.396 -2.789
H 17.591 -0.472 6.614
H 23.953 1.324 1.961
H 19.845 1.869 -1.854
H 18.214 0.208 8.120
H 15.361 -1.758 -0.468
H 16.905 3.780 1.007
H 22.054 1.388 6.497
```